[1]
Computed, not measured: a cluster of 2 separate species, C10H18N3O in total at a distorted geometry, with the ωB97M-V functional and the def2-TZVPD basis.

LUMO level (spin up / spin down), eV: 0.897 / 0.869
E, Ha: -631.24101
⟨S²⟩: 0.753
Relative energy (zero: lowest compared OMol25 entry of this formula, charge and spin), eV: 0.516

```
! wB97M-V def2-TZVPD RIJCOSX def2/J DEFGRID3
* xyz 0 2
C 1.64753 2.87702 -0.71582
C 2.04119 -0.24423 1.37454
C 2.24305 0.83446 0.55448
C 0.90893 -0.21346 2.18173
C 1.39651 1.95311 0.45750
C 0.06285 0.88225 2.13116
C 0.18982 1.86871 1.13728
O 0.53973 -1.39195 2.83305
H 2.73099 -1.07209 1.38521
H 3.22229 0.91298 0.07779
H 0.59676 -1.21903 3.78615
H -0.73246 0.86399 2.87082
H 1.56582 2.52532 -1.73596
H 2.70194 3.16025 -0.60838
H -0.43512 2.75508 1.09428
H 1.05752 3.78558 -0.70337
C -2.12614 -0.33820 -1.06502
C -3.63863 -0.70172 -0.99859
C -0.00894 -1.61924 -0.85739
N -1.36778 -1.48543 -0.59635
N 0.60353 -2.78873 -0.37702
N 0.65518 -0.66099 -1.60935
H -1.91265 -0.11144 -2.11633
H -1.95544 0.61487 -0.54594
H -3.90385 -1.02024 -2.00514
H -4.15676 0.23722 -0.77643
H -1.90320 -2.24962 -0.27004
H 1.26211 -2.66111 0.36968
H 0.90406 -3.39228 -1.13615
H 0.08824 -0.11633 -2.22456
H 1.63948 -0.58451 -1.69131
H -3.91656 -1.40025 -0.22054
*
```



[2]
Computed, not measured: a cluster of 2 separate species, C10H18N3O in total at a distorted geometry, with the ωB97M-V functional and the def2-TZVPD basis.

LUMO level, eV: -2.631
E, Ha: -631.09478
Relative energy (zero: lowest compared OMol25 entry of this formula, charge and spin), eV: 2.110

```
! wB97M-V def2-TZVPD RIJCOSX def2/J DEFGRID3
* xyz 1 1
C 3.07025 0.47346 1.74819
C -0.84480 -1.26628 1.44945
C 0.24616 -1.89712 0.91003
C -0.70841 -0.01812 2.01195
C 1.54015 -1.39994 1.07264
C 0.58834 0.56355 2.08214
C 1.72742 -0.16583 1.62127
O -2.00256 -2.00506 1.17960
H -0.05622 -2.85532 0.46952
H -2.56730 -1.98606 1.97116
H -1.42935 0.49876 2.66626
H 2.24627 -1.97029 0.45802
H 0.58681 1.58159 2.43566
H 3.27663 0.45603 2.83491
H 2.95902 1.58176 1.43897
H 4.00205 0.04368 1.38344
C -1.05469 2.24678 -2.25267
C -0.95562 3.41042 -1.35405
C -0.31115 -0.18575 -1.78041
N -0.16137 1.09607 -2.17025
N -1.49192 -0.58144 -1.35699
N 0.72853 -1.06349 -2.08515
H -2.09476 1.73906 -2.31879
H -0.84890 2.59898 -3.32044
H -0.65582 4.36437 -1.83211
H -0.08148 3.24492 -0.69162
H 0.81178 1.22155 -2.44951
H -2.30571 0.09771 -1.27430
H -1.62735 -1.55135 -1.03820
H 1.45374 -1.15476 -1.34546
H 0.41405 -2.00451 -2.21462
H -1.83983 3.61741 -0.69560
*
```



[3]
Computed, not measured: a cluster of 2 separate species, C10H18N3O in total at a distorted geometry, with the ωB97M-V functional and the def2-TZVPD basis.

LUMO level, eV: -2.663
E, Ha: -631.14986
Relative energy (zero: lowest compared OMol25 entry of this formula, charge and spin), eV: 0.611

```
! wB97M-V def2-TZVPD RIJCOSX def2/J DEFGRID3
* xyz 1 1
C 1.96696 2.95305 -0.55744
C 1.84015 -0.28391 1.50179
C 2.23683 0.68412 0.58062
C 0.56078 -0.17102 2.04940
C 1.45500 1.78166 0.24804
C -0.25039 0.91632 1.71692
C 0.20658 1.90940 0.87381
O 0.25121 -1.00290 3.08397
H 2.51454 -0.98704 1.97643
H 3.18165 0.50975 0.07300
H -0.60451 -0.78491 3.46820
H -1.15571 1.00404 2.29902
H 1.38874 3.04605 -1.49498
H 2.99143 2.87281 -0.91071
H -0.40122 2.75945 0.60422
H 1.80021 3.87324 0.00152
C -2.07866 -0.53328 -1.30938
C -3.54051 -0.75025 -0.92615
C 0.09107 -1.55576 -0.83351
N -1.20713 -1.49022 -0.64356
N 0.76699 -2.56323 -0.23050
N 0.71909 -0.77508 -1.68928
H -1.89300 -0.55790 -2.38331
H -1.79128 0.46665 -0.98700
H -4.17098 -0.37686 -1.72568
H -3.77415 -0.25287 0.00768
H -1.59908 -2.05914 0.09477
H 0.48962 -3.52358 -0.34853
H 1.69704 -2.41965 0.12278
H 0.43420 0.16810 -1.91706
H 1.64226 -1.04924 -1.97947
H -3.76775 -1.80780 -0.76560
*
```



[4]
Computed, not measured: an isolated molecule of C10H18N4O at a distorted geometry, with the ωB97M-V functional and the def2-TZVPD basis.

LUMO level, eV: 0.741
E, Ha: -685.92922
Relative energy (zero: lowest compared OMol25 entry of this formula, charge and spin), eV: 4.138

```
! wB97M-V def2-TZVPD RIJCOSX def2/J DEFGRID3
* xyz 0 1
C 1.33749 0.47169 1.89023
C 0.88289 1.29675 3.03557
C -1.99761 0.27614 -1.97370
C -2.19049 -0.47630 -0.64552
C -0.84664 1.31523 -1.88700
C -0.77535 -1.10021 -0.32802
C 0.46727 0.70224 -1.48053
C 2.39354 -0.46786 1.65072
C -0.62261 -2.07661 0.88209
C 1.08937 -0.08611 -2.64707
N -0.73142 1.26378 1.41078
N 1.48218 1.58467 4.10507
N 0.33562 -0.14616 -0.31506
N 0.33061 0.57296 1.00981
O -0.40713 1.68440 2.68519
H -1.83981 -0.20860 -2.93792
H -2.83933 0.91912 -2.16665
H -2.66836 0.12130 0.10764
H -2.92691 -1.24598 -0.77194
H -0.86243 1.97510 -2.71291
H -1.23454 2.07540 -1.09217
H -0.60983 -1.84497 -1.21922
H 1.16660 1.41921 -1.16036
H 2.42113 -0.71459 0.65445
H 2.17986 -1.41380 2.30809
H 3.35137 -0.08009 1.93453
H -0.59870 -1.59269 1.81211
H 0.37266 -2.50081 0.80548
H -1.31586 -2.85124 0.96072
H 0.57992 -1.02286 -2.87928
H 2.14411 -0.38286 -2.41845
H 1.09094 0.60070 -3.51498
H 0.84145 1.93306 4.89831
*
```



[5]
Computed, not measured: a cluster of 2 separate species, C10H18NO3P in total at a distorted geometry, with the ωB97M-V functional and the def2-TZVPD basis.

LUMO level, eV: 0.136
E, Ha: -1013.54662
Relative energy (zero: lowest compared OMol25 entry of this formula, charge and spin), eV: 2.946

```
! wB97M-V def2-TZVPD RIJCOSX def2/J DEFGRID3
* xyz 0 1
C 3.59594 -0.74530 -0.12929
C 1.24598 -1.33556 -0.43827
C 3.29326 0.05754 0.85528
C 1.09345 -0.42486 0.48165
C 2.65756 -1.62030 -0.93311
C 0.25461 2.39084 -2.00308
C -4.34587 -1.51344 0.53229
C 1.50991 1.20971 2.31370
C -1.03153 1.66145 -1.71665
C -2.78830 -1.77153 0.29582
N 1.94459 0.48608 1.04171
O -1.90073 0.54385 1.90526
O -1.50521 1.73009 -0.34094
O -2.26173 -0.64912 -0.32270
P -1.39672 0.38521 0.56700
H 4.62349 -0.82380 -0.35808
H 0.43039 -1.87836 -0.89590
H 4.13454 0.55972 1.51420
H 2.92707 -1.30044 -1.96082
H 2.94884 -2.69444 -0.86386
H 0.21124 3.30127 -1.49525
H 1.17676 1.91827 -1.73222
H 0.35649 2.78976 -3.02020
H -4.81271 -2.46268 0.49296
H -4.39007 -1.02181 1.53471
H -4.56499 -0.96103 -0.30195
H 1.87267 0.51168 3.18853
H 2.10831 2.12126 2.64714
H 0.48822 1.33237 2.41133
H -0.93949 0.59005 -2.05752
H -1.97090 2.02858 -2.19576
H -2.65669 -2.52579 -0.33076
H -2.30839 -1.88929 1.31476
*
```



[6]
Computed, not measured: an isolated molecule of C10H18O at a distorted geometry, with the ωB97M-V functional and the def2-TZVPD basis.

LUMO level, eV: 0.893
E, Ha: -467.02488
SMILES: CC1(C)O[C@]2(C)CC[C@H]1CC2
Relative energy (zero: lowest compared OMol25 entry of this formula, charge and spin), eV: 1.017

```
! wB97M-V def2-TZVPD RIJCOSX def2/J DEFGRID3
* xyz 0 1
C 1.73091 1.17223 1.88630
C 1.05752 0.55485 0.63721
C 1.28607 1.21371 -0.74201
C 0.56589 0.39563 -1.80764
C -0.32999 -0.65739 -1.16352
C 0.56695 -1.65510 -0.57534
C 1.35221 -0.99054 0.61208
C -1.24120 -0.01670 -0.04803
C -2.28055 0.98014 -0.39231
C -1.96361 -1.08684 0.72312
H 1.76436 2.40771 1.93042
H 2.83469 0.92132 1.80539
H 1.30044 0.60406 2.76613
H 0.96156 2.24676 -0.69425
H 2.27629 1.12449 -0.94156
H 1.21969 -0.23570 -2.44359
H -0.01408 0.96408 -2.56286
H -0.94565 -1.18757 -1.97042
H 0.03602 -2.50165 -0.09438
H 1.23397 -1.91867 -1.43029
H 0.86808 -1.36151 1.54848
H 2.44728 -1.28809 0.65319
H -3.15453 0.47332 -0.90168
H -2.78555 1.45580 0.47603
H -1.86400 1.78317 -1.06172
H -1.38350 -1.90355 1.05300
H -2.81424 -1.56833 0.17890
H -2.39750 -0.65746 1.61134
O -0.32755 0.73182 0.94802
*
```